# C23H19F3N3NdO3S

A structure of composition C23H19F3N3NdO3S at a distorted geometry (the ωB97M-V functional and the def2-TZVPD basis, the Open Molecules 2025 dataset).

ORCA input file:
```
! RIJCOSX wB97M-V def2-TZVPD def2/J DEFGRID3
* xyz 0 4
Nd -0.59 -0.48 0.66
O -0.82 -0.84 2.75
C -0.10 -0.19 3.66
C 0.41 -0.90 4.75
C 1.19 -0.29 5.71
C 1.47 1.08 5.62
C 0.95 1.79 4.56
C 0.17 1.20 3.56
C -0.35 2.08 2.50
N -0.96 1.64 1.47
N -1.43 2.52 0.50
C -2.03 1.85 -0.45
O -2.16 0.56 -0.50
C -2.59 2.64 -1.58
C -2.88 3.99 -1.46
C -3.40 4.68 -2.54
C -3.62 4.03 -3.75
C -3.32 2.68 -3.87
C -2.82 1.98 -2.78
H 0.17 -1.96 4.82
H 1.58 -0.86 6.54
H 2.07 1.57 6.37
H 1.14 2.86 4.49
H -0.20 3.16 2.61
H -2.70 4.49 -0.52
H -3.63 5.74 -2.45
H -4.01 4.58 -4.60
H -3.48 2.17 -4.81
H -2.58 0.93 -2.86
F 1.84 -1.92 -4.33
C 0.55 -2.33 -4.33
F 0.45 -3.29 -5.29
F -0.22 -1.31 -4.74
C 0.13 -2.88 -2.99
C -0.28 -4.18 -2.90
C -0.68 -4.72 -1.67
C -0.65 -3.87 -0.59
N -0.23 -2.60 -0.66
C 0.18 -2.07 -1.83
S 0.72 -0.41 -1.86
H -0.30 -4.80 -3.79
H -1.01 -5.74 -1.57
H -0.96 -4.21 0.39
C 3.80 0.36 0.39
C 2.93 -0.73 0.92
C 3.51 -2.10 1.10
O 1.77 -0.50 1.20
H 4.85 0.21 0.63
H 3.45 1.33 0.73
H 3.68 0.31 -0.70
H 4.21 -2.32 0.30
H 2.71 -2.83 1.14
H 4.07 -2.11 2.04
*
```

## Properties
E_LUMO (spin up / spin down) (eV): 0.16 / 0.17
Frontier orbital gap (spin up / spin down) (eV): 8.0422 / 8.0796
Total energy (a.u.): -2537.1810
ΔE to the lowest compared entry with this formula, charge and spin (kJ/mol): 90.0

These are the Mulliken partial charges, in e, on atoms 1 to 5: number 1, Nd, carries 1.05; number 2, O, carries -0.82; number 3, C, carries 0.67; number 4, C, carries -0.61; number 5, C, carries -0.41

---

# C4H23NO10

A cluster of 8 separate species, C4H23NO10 in total (the ωB97M-V functional and the def2-TZVPD basis, the Open Molecules 2025 dataset).

ORCA input file:
```
! RIJCOSX wB97M-V def2-TZVPD def2/J DEFGRID3
* xyz 0 1
C 1.64 1.24 0.01
O 1.05 2.18 -0.87
C 0.63 0.48 0.87
C -0.47 -0.14 0.01
C -1.13 -1.36 0.56
O -2.17 -1.72 -0.19
O -0.83 -2.01 1.55
N 0.03 1.44 1.82
H 2.35 1.75 0.67
H 2.18 0.54 -0.62
H 1.19 -0.31 1.39
H -1.25 0.57 -0.23
H -0.07 -0.43 -0.97
H -2.57 -2.54 0.13
H 0.75 1.98 2.30
H 0.29 2.62 -0.47
H -0.48 0.96 2.56
H -0.91 1.09 -3.17
H 0.58 1.33 -2.96
O -0.04 0.82 -3.53
H 2.61 -2.61 0.22
H 2.35 -2.59 -1.32
O 2.94 -2.27 -0.64
H -1.13 2.45 0.90
H -1.49 3.96 0.58
O -1.57 3.06 0.25
H 0.90 -2.67 1.84
H 1.55 -4.06 1.93
O 1.76 -3.13 1.79
H -1.95 2.32 -1.35
H -2.80 2.58 -2.63
O -2.23 1.93 -2.18
H -0.72 -1.16 3.25
H -1.69 -0.74 4.36
O -0.85 -0.51 3.95
H 0.41 -0.89 -3.18
H 0.49 -2.34 -3.72
O 0.65 -1.82 -2.92
*
```

## Properties
E_LUMO (eV): 0.26
Frontier orbital gap (eV): 10.5450
Total energy (a.u.): -973.4299
ΔE to the lowest compared entry with this formula, charge and spin (kJ/mol): 0.0

These are the Mulliken partial charges, in e, on atoms 1 to 5: number 1, C, carries -0.80; number 2, O, carries -0.54; number 3, C, carries 0.12; number 4, C, carries 0.68; number 5, C, carries 0.15

---

# C6H8S2

A structure of composition C6H8S2 at a distorted geometry (the ωB97M-V functional and the def2-TZVPD basis, the Open Molecules 2025 dataset).

ORCA input file:
```
! RIJCOSX wB97M-V def2-TZVPD def2/J DEFGRID3
* xyz 0 1
C -0.21 0.77 0.41
C -0.38 -0.73 0.95
C 1.20 -1.06 0.96
C 1.68 -0.64 -0.34
C 0.42 0.13 -0.83
C -0.78 -0.94 -0.53
H 1.75 1.61 1.93
H -1.02 1.40 0.07
H -1.02 -0.83 1.99
H 1.66 -2.08 1.07
H 1.79 -0.49 1.83
H 2.49 0.22 -0.19
H 2.21 -1.24 -1.11
H 0.53 0.92 -1.60
S 0.71 2.35 0.97
S -1.96 -1.39 -1.46
*
```

## Properties
E_LUMO (eV): -0.32
Frontier orbital gap (eV): 8.1345
Total energy (a.u.): -1029.6307
ΔE to the lowest compared entry with this formula, charge and spin (kJ/mol): 421.2

These are the Mulliken partial charges, in e, on atoms 1 to 5: number 1, C, carries -0.60; number 2, C, carries 0.22; number 3, C, carries -0.74; number 4, C, carries -0.42; number 5, C, carries -0.14

---

# C15H36FeN5O6

A structure of composition C15H36FeN5O6 at a distorted geometry (the ωB97M-V functional and the def2-TZVPD basis, the Open Molecules 2025 dataset).

ORCA input file:
```
! RIJCOSX wB97M-V def2-TZVPD def2/J DEFGRID3
* xyz 1 5
Fe 6.76 -0.35 -7.93
O 6.05 -0.70 -9.67
H 5.47 -0.14 -10.18
C 5.20 -6.54 -9.94
O 4.65 -7.60 -9.70
N 5.22 -5.47 -9.13
C 5.52 -4.16 -9.72
C 4.41 -5.37 -7.88
H 5.68 -6.39 -10.93
H 6.06 -3.53 -9.00
H 4.60 -3.58 -9.88
H 6.13 -4.28 -10.60
H 5.20 -5.45 -7.13
H 4.03 -4.35 -7.82
H 3.67 -6.15 -7.77
C 4.71 -2.34 -14.94
O 4.21 -2.78 -15.96
N 5.92 -1.73 -14.93
C 6.67 -1.53 -13.70
C 6.80 -1.75 -16.11
H 4.21 -2.49 -13.97
H 6.99 -0.48 -13.65
H 7.53 -2.18 -13.52
H 5.98 -1.47 -12.85
H 7.75 -2.23 -15.86
H 6.34 -2.23 -16.96
H 6.95 -0.71 -16.40
C 1.00 0.05 -13.42
O 0.74 -0.54 -12.39
N 2.26 0.57 -13.63
C 2.49 1.36 -14.85
C 3.30 0.41 -12.67
H 0.31 0.21 -14.25
H 2.68 2.39 -14.53
H 1.56 1.40 -15.42
H 3.29 1.00 -15.49
H 3.20 -0.46 -12.02
H 4.31 0.20 -13.05
H 3.41 1.34 -12.10
C 9.48 -1.91 -9.15
O 8.59 -1.29 -8.57
N 10.77 -1.51 -9.16
C 11.76 -2.25 -9.93
C 11.14 -0.22 -8.63
H 9.31 -2.81 -9.75
H 12.70 -2.20 -9.36
H 12.03 -1.78 -10.87
H 11.51 -3.31 -9.99
H 10.49 0.16 -7.85
H 12.13 -0.35 -8.17
H 11.32 0.57 -9.36
C 3.87 -0.06 -6.96
O 5.04 0.38 -6.99
N 2.87 0.40 -7.68
C 3.14 1.40 -8.66
C 1.65 -0.41 -7.75
H 3.69 -0.99 -6.40
H 4.05 1.96 -8.49
H 2.37 2.17 -8.59
H 3.09 1.07 -9.70
H 1.49 -0.99 -6.84
H 0.80 0.28 -7.80
H 1.52 -0.95 -8.68
*
```

## Properties
E_LUMO (spin up / spin down) (eV): -3.55 / -3.85
Frontier orbital gap (spin up / spin down) (eV): 7.6977 / 7.4039
Total energy (a.u.): -2581.8085
ΔE to the lowest compared entry with this formula, charge and spin (kJ/mol): 357.7

These are the Mulliken partial charges, in e, on atoms 1 to 5: number 1, Fe, carries 0.95; number 2, O, carries -0.41; number 3, H, carries 0.10; number 4, C, carries 0.17; number 5, O, carries -0.57

---

# C32H23Cl80INO2

A cluster of 21 separate species, C32H23Cl80INO2 in total at a distorted geometry (the ωB97M-V functional and the def2-TZVPD basis, the Open Molecules 2025 dataset).

ORCA input file:
```
! RIJCOSX wB97M-V def2-TZVPD def2/J DEFGRID3
* xyz -1 1
C -2.63 6.88 -2.55
C -1.79 6.75 -3.83
C -1.58 5.27 -4.26
O -2.12 4.41 -3.30
C -2.18 3.01 -3.72
C -3.55 2.45 -3.97
I -4.51 2.26 -1.99
C -4.31 3.42 -4.87
C -5.63 2.85 -5.42
C -6.99 3.37 -4.86
C -6.98 4.20 -3.59
N -7.91 5.37 -3.66
C -7.79 6.10 -2.40
C -7.54 6.26 -4.73
C -6.10 6.70 -4.92
O -8.40 6.66 -5.52
H -3.59 6.38 -2.63
H -2.84 7.94 -2.40
H -2.09 6.51 -1.69
H -2.29 7.31 -4.61
H -0.82 7.18 -3.61
H -0.50 5.11 -4.34
H -2.05 5.14 -5.25
H -1.59 2.88 -4.63
H -1.73 2.45 -2.91
H -4.42 4.41 -4.42
H -3.63 3.54 -5.71
H -5.65 3.03 -6.50
H -5.58 1.77 -5.31
H -7.61 2.50 -4.68
H -7.51 3.91 -5.65
H -6.00 4.55 -3.27
H -7.37 3.61 -2.77
H -7.75 5.39 -1.58
H -6.87 6.69 -2.33
H -8.63 6.79 -2.29
H -5.49 5.90 -5.30
H -6.11 7.48 -5.68
H -5.67 7.11 -4.01
C 1.04 0.61 -1.59
Cl 1.95 1.24 -0.20
Cl -0.68 0.51 -1.20
Cl 1.26 1.70 -2.96
Cl 1.62 -1.00 -2.01
C 3.08 3.45 -6.51
Cl 1.57 3.19 -5.63
Cl 4.44 3.34 -5.38
Cl 3.26 2.22 -7.76
Cl 3.06 5.06 -7.25
C 1.61 -1.79 2.36
Cl 2.74 -0.67 3.14
Cl 0.23 -0.91 1.72
Cl 2.43 -2.62 1.03
Cl 1.06 -2.99 3.54
C 0.92 -4.85 -2.41
Cl -0.50 -3.82 -2.26
Cl 1.56 -5.19 -0.80
Cl 0.49 -6.37 -3.20
Cl 2.14 -4.01 -3.37
C -1.83 -5.70 5.54
Cl -1.01 -4.26 6.14
Cl -1.29 -7.12 6.43
Cl -3.57 -5.51 5.75
Cl -1.47 -5.91 3.82
C 6.43 -1.72 2.17
Cl 6.17 -0.35 3.25
Cl 5.59 -1.44 0.64
Cl 8.16 -1.89 1.86
Cl 5.80 -3.19 2.93
C -7.46 -5.57 7.36
Cl -9.00 -5.70 8.21
Cl -6.12 -5.80 8.50
Cl -7.37 -6.81 6.10
Cl -7.32 -3.97 6.61
C 11.55 0.93 1.97
Cl 12.44 1.54 3.36
Cl 9.84 0.79 2.37
Cl 11.74 2.04 0.61
Cl 12.17 -0.66 1.52
C -4.56 -2.67 -3.12
Cl -3.40 -1.61 -2.35
Cl -5.91 -1.73 -3.75
Cl -3.78 -3.56 -4.44
Cl -5.15 -3.84 -1.92
C 2.96 -5.46 6.75
Cl 2.31 -6.10 5.24
Cl 4.67 -5.89 6.88
Cl 2.79 -3.71 6.78
Cl 2.08 -6.17 8.11
C -5.26 -6.45 1.21
Cl -3.89 -5.36 0.99
Cl -4.72 -8.12 0.94
Cl -5.87 -6.30 2.86
Cl -6.55 -6.04 0.08
C 0.86 -2.20 10.22
Cl 0.22 -2.83 8.70
Cl 2.57 -2.63 10.36
Cl 0.69 -0.45 10.26
Cl -0.03 -2.90 11.57
C 16.13 2.34 1.86
Cl 15.69 2.20 3.57
Cl 15.45 0.98 0.97
Cl 15.49 3.85 1.21
Cl 17.89 2.33 1.70
C -7.97 -9.06 -2.58
Cl -9.53 -9.21 -1.76
Cl -6.67 -9.23 -1.41
Cl -7.84 -10.32 -3.82
Cl -7.86 -7.48 -3.35
C -1.58 2.12 12.72
Cl -1.44 0.40 12.38
Cl -0.26 2.98 11.91
Cl -3.12 2.73 12.13
Cl -1.46 2.39 14.47
C 7.62 3.51 -2.77
Cl 6.12 3.24 -1.89
Cl 8.99 3.42 -1.67
Cl 7.79 2.29 -4.03
Cl 7.58 5.12 -3.52
C 7.54 -8.02 4.79
Cl 7.13 -8.14 6.51
Cl 6.78 -9.34 3.90
Cl 6.98 -6.48 4.15
Cl 9.30 -8.12 4.61
C 11.97 -4.39 3.88
Cl 13.08 -3.26 4.66
Cl 10.56 -3.52 3.29
Cl 12.79 -5.17 2.52
Cl 11.46 -5.62 5.04
C 4.13 1.16 -11.62
Cl 3.82 0.30 -10.11
Cl 5.04 2.64 -11.28
Cl 5.07 0.13 -12.70
Cl 2.60 1.58 -12.38
C -9.97 4.84 0.75
Cl -10.56 4.12 -0.74
Cl -8.27 4.42 0.97
Cl -10.14 6.60 0.67
Cl -10.91 4.23 2.12
*
```

## Properties
E_LUMO (eV): 0.87
Frontier orbital gap (eV): 3.8252
Total energy (a.u.): -38551.1255

These are the Mulliken partial charges, in e, on atoms 1 to 5: number 1, C, carries -0.96; number 2, C, carries -0.63; number 3, C, carries 0.06; number 4, O, carries -0.29; number 5, C, carries 0.10

---

# C10H22FN2O9P3

A cluster of 3 separate species, C10H22FN2O9P3 in total at a distorted geometry (the ωB97M-V functional and the def2-TZVPD basis, the Open Molecules 2025 dataset).

ORCA input file:
```
! RIJCOSX wB97M-V def2-TZVPD def2/J DEFGRID3
* xyz 0 1
N 7.39 -5.31 0.23
C 6.64 -5.81 -0.72
C 5.72 -6.23 -2.05
F 6.41 -7.46 -2.60
C 4.17 -6.60 -1.68
C 4.03 -8.01 -0.81
N 3.81 -9.17 -0.23
P 3.21 -5.20 -0.78
O 3.01 -3.88 -1.69
H 5.81 -5.39 -2.89
H 3.61 -6.79 -2.70
H 1.86 -5.72 -0.53
H 3.79 -4.80 0.48
C -1.68 0.79 0.79
O -0.67 0.13 1.52
P 0.15 -1.02 0.74
O -0.64 -1.79 -0.28
O 0.75 -1.91 1.94
C -0.18 -2.61 2.73
O 1.43 -0.24 0.16
C 2.48 -1.04 -0.37
H -2.56 0.15 0.73
H -1.95 1.71 1.33
H -1.34 1.06 -0.21
H -0.91 -3.14 2.10
H -0.71 -1.91 3.39
H 0.35 -3.34 3.34
H 2.07 -1.82 -1.02
H 3.04 -1.49 0.45
H 3.15 -0.40 -0.95
C -3.21 6.76 2.29
O -3.61 6.87 0.94
P -3.64 5.52 0.07
O -2.60 4.50 0.43
O -3.57 6.05 -1.44
C -2.37 6.70 -1.82
O -5.16 5.01 0.22
C -5.57 3.96 -0.64
H -2.12 6.66 2.33
H -3.50 7.67 2.82
H -3.68 5.90 2.77
H -1.50 6.11 -1.51
H -2.33 7.69 -1.37
H -2.35 6.80 -2.91
H -4.81 3.17 -0.67
H -5.73 4.35 -1.65
H -6.51 3.54 -0.27
*
```

## Properties
E_LUMO (eV): -0.42
Frontier orbital gap (eV): 9.9886
Total energy (a.u.): -2304.8024

These are the Mulliken partial charges, in e, on atoms 1 to 5: number 1, N, carries -0.39; number 2, C, carries 0.10; number 3, C, carries 0.24; number 4, F, carries -0.28; number 5, C, carries -0.04